(1)
Density functional theory data (ωB97M-V/def2-TZVPD) for a structure of composition C24H32N6O2S2Ti in a non-equilibrium geometry.

Calculated values
- Kohn-Sham gap (eV) = 3.05
- net charge = -2
- relative energy (zero: lowest compared OMol25 entry of this formula, charge and spin) (eV) = 0.173
- HOMO energy (eV) = 0.9
- E_LUMO (eV) = 3.91

Each line ends with the natural charge from an NBO analysis.
Cartesian coordinates (Å):
Ti (-0.262, -0.557, 0.142)  1.616
C (3.204, -2.159, -1.828)  -0.674
C (2.520, -1.377, -0.740)  0.499
O (1.387, -0.873, -1.065)  -0.730
C (3.119, -1.178, 0.493)  -0.484
C (2.591, -0.283, 1.459)  0.307
C (3.429, 0.099, 2.650)  -0.662
N (1.387, 0.194, 1.318)  -0.425
N (0.964, 1.158, 2.233)  -0.417
C (-0.213, 1.578, 1.883)  0.536
O (-0.871, 1.208, 0.826)  -0.779
C (-0.867, 2.630, 2.732)  -0.120
C (-2.113, 3.126, 2.364)  -0.180
C (-2.729, 4.100, 3.136)  -0.221
C (-2.105, 4.581, 4.279)  -0.225
C (-0.861, 4.087, 4.649)  -0.247
C (-0.245, 3.115, 3.878)  -0.127
H (3.392, -1.496, -2.674)  0.225
H (2.522, -2.934, -2.182)  0.252
H (4.142, -2.600, -1.495)  0.195
H (4.084, -1.627, 0.683)  0.199
H (4.366, -0.454, 2.650)  0.203
H (2.877, -0.105, 3.569)  0.232
H (3.641, 1.169, 2.645)  0.227
H (-2.583, 2.737, 1.471)  0.244
H (-3.700, 4.480, 2.842)  0.205
H (-2.590, 5.341, 4.881)  0.198
H (-0.371, 4.456, 5.541)  0.199
H (0.721, 2.714, 4.156)  0.225
N (-2.487, -2.608, -6.291)  -0.865
C (-1.925, -3.380, -5.213)  0.037
S (-1.502, -5.024, -5.653)  -0.651
C (-1.781, -2.799, -3.999)  -0.245
C (-2.173, -1.415, -3.693)  -0.278
C (-1.951, -0.863, -2.482)  -0.040
N (-1.367, -1.503, -1.399)  -0.752
C (-1.008, -2.829, -1.665)  -0.045
C (-1.188, -3.461, -2.839)  -0.239
H (-2.246, -3.079, -7.154)  0.367
H (-2.107, -1.666, -6.304)  0.340
H (-2.688, -0.805, -4.425)  0.189
H (-2.260, 0.166, -2.300)  0.170
H (-0.547, -3.348, -0.829)  0.184
H (-0.881, -4.493, -2.939)  0.224
C (-2.308, -3.447, 2.395)  -0.599
C (-2.002, -1.943, 2.328)  -0.088
C (-3.185, -1.236, 1.657)  -0.609
C (-1.850, -1.410, 3.761)  -0.595
C (-0.734, -1.715, 1.547)  -0.763
H (-3.231, -3.642, 2.954)  0.180
H (-1.491, -3.979, 2.891)  0.191
H (-2.415, -3.857, 1.390)  0.224
H (-4.115, -1.413, 2.209)  0.182
H (-3.306, -1.589, 0.631)  0.239
H (-3.016, -0.156, 1.621)  0.206
H (-2.761, -1.586, 4.347)  0.180
H (-1.649, -0.336, 3.755)  0.206
H (-1.016, -1.901, 4.268)  0.195
H (0.094, -2.374, 1.866)  0.187
N (0.660, 4.079, -0.179)  -0.810
C (0.652, 3.364, -1.347)  0.298
N (1.286, 2.184, -1.277)  -0.784
S (-0.028, 3.981, -2.735)  -0.330
H (0.718, 3.561, 0.688)  0.391
H (0.033, 4.865, -0.179)  0.400
H (1.562, 1.785, -0.390)  0.406
H (1.150, 1.521, -2.026)  0.426

***

(2)
Density functional theory data (ωB97M-V/def2-TZVPD) for a cluster of 15 separate species, C4H40N2O15 in total in a non-equilibrium geometry.

Calculated values
- Kohn-Sham gap (eV) = 8.59
- relative energy (zero: lowest compared OMol25 entry of this formula, charge and spin) (eV) = 4.420
- HOMO energy (eV) = -8.7
- E_LUMO (eV) = -0.06

Each line ends with the natural charge from an NBO analysis.
Cartesian coordinates (Å):
C (-2.450, -1.370, 0.054)  -0.232
N (-2.511, -0.191, 0.898)  -0.695
C (-3.772, 0.369, 1.245)  0.083
O (-4.348, 1.257, 0.276)  -0.755
C (-2.417, -1.094, -1.484)  -0.245
N (-1.050, -0.919, -1.912)  -0.658
C (-0.599, -1.829, -2.950)  -0.403
H (-3.163, -2.116, 0.419)  0.200
H (-1.534, -1.899, 0.336)  0.197
H (-1.776, 0.497, 0.956)  0.395
H (-4.443, -0.440, 1.521)  0.155
H (-3.663, 1.043, 2.082)  0.171
H (-4.760, 0.782, -0.451)  0.465
H (-2.842, -2.016, -1.894)  0.189
H (-3.136, -0.295, -1.636)  0.187
H (-0.813, 0.030, -2.156)  0.377
H (0.477, -1.715, -3.073)  0.192
H (-1.177, -1.806, -3.880)  0.173
H (-0.690, -2.862, -2.597)  0.193
H (0.011, 0.303, 0.029)  0.534
H (0.237, -0.783, 1.348)  0.502
O (0.214, 0.090, 0.958)  -1.042
H (1.899, 3.594, 1.728)  0.488
H (0.524, 3.646, 0.974)  0.495
O (1.489, 3.768, 0.871)  -1.003
H (1.536, 0.153, -3.841)  0.470
H (1.728, 1.263, -2.798)  0.499
O (1.362, 1.085, -3.678)  -0.969
H (-0.924, 2.714, -3.384)  0.491
H (-1.695, 3.956, -2.808)  0.486
O (-1.578, 3.006, -2.736)  -0.963
H (1.924, -3.283, -1.793)  0.483
H (1.443, -4.617, -1.241)  0.462
O (2.164, -4.215, -1.733)  -0.947
H (2.254, 0.169, 1.070)  0.513
H (3.447, -0.214, 2.089)  0.486
O (2.784, -0.525, 1.480)  -0.995
H (3.252, 3.489, -0.633)  0.492
H (2.977, 1.946, -0.339)  0.471
O (3.289, 2.596, -0.966)  -0.962
H (-1.746, 2.786, 0.284)  0.502
H (-1.702, 4.163, 1.017)  0.489
O (-1.251, 3.320, 0.917)  -0.968
H (2.977, -0.843, -1.538)  0.471
H (3.251, -1.475, -0.079)  0.509
O (2.856, -1.596, -0.960)  -0.990
H (-0.017, 2.155, -1.763)  0.503
H (0.652, 2.143, -0.312)  0.505
O (0.508, 1.653, -1.132)  -1.002
H (2.891, 2.466, 3.432)  0.481
H (2.188, 1.158, 2.972)  0.495
O (2.577, 1.984, 2.660)  -0.970
H (-0.814, -0.373, 2.755)  0.489
H (-1.324, -1.016, 4.075)  0.477
O (-0.534, -0.787, 3.581)  -0.970
H (1.929, -2.998, 1.426)  0.475
H (2.921, -2.607, 2.454)  0.462
O (2.441, -3.379, 2.150)  -0.936
H (-0.034, -3.648, 3.120)  0.478
H (-0.942, -2.907, 2.313)  0.457
O (-0.501, -3.770, 2.280)  -0.935